(1)
# C8H6N2S2

A single C8H6N2S2 molecule (wB97M-V/def2-TZVPD, the OMol25 dataset).

E_HOMO, hartree: -0.309
2S+1: 1
Gap between HOMO and LUMO, eV: 7.9673
SMILES: NC(=S)c1csc2ccncc12

```
18
C8H6N2S2 (wB97M-V/def2-TZVPD)
C -0.107 -0.215 0.186
H -0.042 -3.912 1.149
S 0.108 3.591 -1.373
H -0.913 2.970 1.054
S -1.289 0.775 2.314
C 0.315 -1.208 -0.687
C -0.668 -0.585 1.388
H 1.590 0.562 -2.012
C -0.111 -2.879 0.856
H -1.044 -2.259 2.679
C 0.345 1.961 -1.164
H 0.649 -0.976 -1.688
C -0.781 1.887 1.043
H 1.375 2.059 -2.919
N 1.053 1.416 -2.185
C -0.685 -1.927 1.714
C -0.146 1.245 0.005
N 0.352 -2.506 -0.359
```

(2)
# C5H27NO7S

8 unconnected molecules or ions with the total composition C5H27NO7S (wB97M-V/def2-TZVPD, the OMol25 dataset).

E_HOMO, hartree: -0.332
2S+1: 1
Gap between HOMO and LUMO, eV: 8.8050
SMILES: CCNCCCS.O.O.O.O.O.O.O

```
41
C5H27NO7S (wB97M-V/def2-TZVPD)
O -2.114 -1.319 -4.169
H -1.386 -0.681 -4.070
H 2.624 -0.488 -2.709
O -0.716 -1.239 3.995
H -1.498 -2.220 -1.783
N -0.925 -0.117 -0.224
H -1.272 -3.475 -0.598
H 2.365 -1.314 3.537
H 1.921 1.180 2.108
H -0.552 -1.745 1.099
H 2.739 -2.597 0.204
H -3.723 0.740 -1.997
C -0.935 -2.479 -0.884
O 2.066 -0.172 -1.992
H 2.328 -1.377 1.092
H 1.137 3.374 -0.191
O -3.463 -0.180 -1.869
S 1.740 2.497 1.924
H 2.325 -0.694 -1.201
H -1.015 3.031 1.011
H -1.041 2.407 -0.611
O 1.820 -1.072 2.784
H -1.022 -2.013 4.474
H 1.369 1.651 -0.322
O -0.319 0.689 -3.233
H 0.009 -0.080 -0.625
H 0.883 -1.143 3.060
C 0.922 2.425 0.299
H -2.227 -1.509 0.564
C -0.593 2.249 0.377
C -1.183 -1.488 0.240
H 0.119 -2.505 -1.160
H -0.982 -0.453 4.487
C -1.039 0.873 0.850
O 2.672 -1.638 0.215
H -0.894 0.662 -2.454
H -2.770 -1.014 -3.524
H -2.095 0.923 1.120
H 0.542 0.382 -2.893
H -0.487 0.576 1.749
H -2.683 -0.147 -1.284
```

(3)
# C3H3Br2F

A single C3H3Br2F molecule (wB97M-V/def2-TZVPD, the OMol25 dataset).

E_HOMO (spin up / spin down), hartree: -0.227 / -0.382
2S+1: 3
Gap between HOMO and LUMO (spin up / spin down), eV: 6.7511 / 7.1283
⟨S²⟩: 2.0091

```
9
C3H3Br2F (wB97M-V/def2-TZVPD)
F -0.819 1.578 -1.043
C 0.527 -0.168 0.641
Br -1.131 -2.341 -0.129
H 0.830 0.865 0.672
Br -3.079 0.742 0.208
C -0.537 -0.536 -0.050
C -1.418 0.391 -0.818
H -1.739 -0.024 -1.780
H 1.126 -0.879 1.181
```

(4)
# C4H12N2

2 unconnected molecules or ions with the total composition C4H12N2 (wB97M-V/def2-TZVPD, the OMol25 dataset).

E_HOMO, hartree: -0.326
2S+1: 1
Gap between HOMO and LUMO, eV: 9.8660
SMILES: C=NC.CCN

```
18
C4H12N2 (wB97M-V/def2-TZVPD)
H 0.820 2.646 0.660
N -1.989 0.571 0.568
H 2.556 1.715 0.782
H -1.868 -1.202 1.759
H 2.742 0.714 -1.874
H -0.679 -1.435 -1.041
H -1.972 1.253 1.406
H -0.375 -0.688 1.161
C 2.161 0.168 -1.095
C -1.552 -1.675 -0.302
C 1.532 1.789 0.400
H -2.594 -1.519 -0.745
C -1.454 -0.770 0.842
H 2.803 -0.305 -0.255
H -1.415 -2.729 -0.051
H 1.591 -0.609 -1.609
H -1.394 1.031 -0.082
N 1.088 1.045 -0.523
```

(5)
# C22H22N6O

A single C22H22N6O molecule (wB97M-V/def2-TZVPD, the OMol25 dataset).

E_HOMO, hartree: -0.259
2S+1: 1
Gap between HOMO and LUMO, eV: 7.3294
SMILES: COCCCn1c(N)c(-c2nc3ccccc3n2C)c2nc3ccccc3nc21

```
51
C22H22N6O (wB97M-V/def2-TZVPD)
H 2.368 -5.111 -0.072
H -1.834 -1.645 -0.310
H -6.738 3.057 0.191
H -5.359 -0.986 -0.138
C 3.558 1.659 -0.119
H 2.902 -3.154 1.424
C 4.281 4.343 0.093
H 2.182 4.766 0.148
N 1.364 -1.123 -0.329
C -3.849 0.546 -0.074
H -1.853 3.855 0.975
N 3.230 0.342 -0.223
H 1.181 -2.777 1.505
C 1.954 0.104 -0.229
H -7.199 0.664 0.034
N -2.660 -0.116 -0.158
N 1.233 2.380 -0.039
H -0.489 3.208 0.027
C -4.618 2.857 0.114
C -6.172 0.999 0.028
C 4.912 2.029 -0.103
C -0.087 -6.013 -0.308
N -2.227 2.069 -0.013
C -3.593 1.931 0.017
H 1.621 -2.952 -1.254
H 4.581 5.378 0.174
H -0.164 -6.618 0.603
N -0.857 -1.962 -0.391
C -1.708 0.808 -0.120
H -1.068 -5.922 -0.769
H -1.880 3.961 -0.797
C -0.327 0.412 -0.183
C -1.571 3.345 0.052
C 2.057 -2.380 -0.429
H 3.095 -2.141 -0.668
C 0.912 1.107 -0.140
O 0.343 -4.708 -0.014
C 0.004 -0.954 -0.296
H -4.421 3.917 0.183
C -5.910 2.367 0.117
C 2.555 2.667 -0.027
C 1.618 -4.658 0.594
H 6.308 3.631 0.014
H 5.653 1.247 -0.174
H -0.558 -2.924 -0.330
H 0.601 -6.509 -1.003
H 1.606 -5.230 1.534
C -5.156 0.071 -0.069
C 2.953 4.014 0.079
C 5.265 3.348 0.001
C 1.964 -3.199 0.872
```

(6)
# C21H20ClO2PSn

A molecular structure, C21H20ClO2PSn (wB97M-V/def2-TZVPD, the OMol25 dataset).

E_HOMO, hartree: -0.571
Net charge: +2
2S+1: 1
Gap between HOMO and LUMO, eV: 5.9460

```
46
C21H20ClO2PSn (wB97M-V/def2-TZVPD)
C 1.750 -2.285 2.548
H 1.020 -2.127 0.539
H 2.403 -3.116 2.322
P -1.024 -0.040 0.547
O -2.048 2.414 -1.496
C -2.516 -0.218 1.616
C -3.147 -3.062 -2.314
Sn 0.775 1.150 -1.089
H -2.627 -1.255 1.999
H 3.735 0.161 -1.002
H 1.661 4.331 -2.669
C 3.206 1.071 -0.777
H 1.455 3.208 1.087
H 0.809 4.739 -1.179
H -1.121 -3.001 0.400
H -3.950 -1.335 -3.309
H -0.601 0.665 3.415
C 2.211 3.136 -1.004
H -2.221 -4.585 -1.116
C -1.877 -1.222 -0.586
C 2.604 1.404 0.456
C 0.046 -0.156 3.146
C 1.997 2.680 0.320
Cl 0.742 1.869 -3.908
C 1.769 4.430 -1.590
H 2.270 -2.244 4.639
C 0.832 -0.724 4.149
C 1.674 -1.795 3.855
C 0.091 -0.664 1.832
H -3.628 -3.765 -2.981
C -0.986 1.944 -1.397
C 0.404 -0.546 -1.998
H 3.242 2.167 -2.710
H 2.596 0.794 1.343
C 0.962 -1.721 1.539
H 2.492 5.225 -1.388
C -3.326 -1.692 -2.499
C -2.351 -3.521 -1.264
H -2.887 0.257 -1.818
H 0.769 -0.344 5.162
C -1.724 -2.611 -0.404
C -2.706 -0.781 -1.640
O 0.182 -1.517 -2.605
H -3.429 0.045 1.035
C 2.982 2.145 -1.667
H -2.509 0.491 2.462
```

(7)
# C7H28N6O7

7 unconnected molecules or ions with the total composition C7H28N6O7 (wB97M-V/def2-TZVPD, the OMol25 dataset).

E_HOMO, hartree: -0.322
2S+1: 1
Gap between HOMO and LUMO, eV: 8.9155
SMILES: NC(N)=O.NC(N)=O.NC(N)=O.CO.CO.CO.CO

```
48
C7H28N6O7 (wB97M-V/def2-TZVPD)
H 1.985 -1.324 3.605
H -4.084 0.678 1.428
H 0.516 4.397 0.165
H 5.996 0.827 1.453
O 3.165 2.004 1.376
C -2.967 -2.537 -2.063
H -2.867 0.266 -2.221
N 3.979 -0.035 0.723
O 2.376 -2.867 2.418
H -1.065 3.783 0.622
C 4.078 1.197 1.219
O -3.184 -1.438 -2.405
H -0.630 -1.674 -0.185
C -1.311 1.299 -2.956
H -2.580 0.830 0.530
N -1.014 0.286 -3.559
H -2.607 -3.815 -0.453
H 0.093 2.830 -0.418
H -0.269 0.256 -4.240
C 0.007 -0.817 0.035
H 5.393 2.448 1.933
C -0.031 3.494 0.438
H -0.081 -0.083 -0.767
H -3.170 -2.285 -0.081
H -2.607 1.943 -1.707
H 1.413 2.725 1.624
H 4.765 -0.667 0.666
H -1.540 -0.544 -3.326
C 2.736 -2.111 3.534
O -0.704 2.336 -3.077
H -0.264 -0.324 0.969
N -2.984 -2.952 -0.817
C -3.572 1.262 0.664
H 1.432 -1.531 1.146
H -2.466 -3.225 -3.855
O -3.433 2.578 1.035
N -2.388 -3.406 -2.865
N 5.258 1.484 1.664
N -2.304 1.104 -2.181
H 3.168 -3.307 2.101
H -2.191 -4.317 -2.476
H 3.660 -1.545 3.418
H -3.200 3.124 0.281
H 2.831 -2.831 4.347
H -4.261 1.164 -0.175
H 3.105 -0.477 0.477
O 0.482 2.950 1.687
O 1.337 -1.151 0.269
```

(8)
# C20H28KN2O4P2

A molecular structure, C20H28KN2O4P2 (wB97M-V/def2-TZVPD, the OMol25 dataset).

E_HOMO, hartree: -0.126
Net charge: -1
2S+1: 1
Gap between HOMO and LUMO, eV: 4.4217

```
57
C20H28KN2O4P2 (wB97M-V/def2-TZVPD)
H -3.494 -0.637 0.885
H -0.414 -3.512 1.958
O 1.840 -3.642 2.809
C -1.475 -3.311 1.793
O 4.012 -1.984 2.111
H -0.938 4.386 -2.590
H -4.775 1.471 -1.366
H 1.576 3.216 -0.715
H 4.519 1.502 0.700
C 2.572 2.798 -0.579
H 3.119 2.907 -1.517
H -3.165 -2.086 -1.523
C -3.071 4.237 -2.417
C 2.935 -3.780 3.463
H -1.837 -2.699 -2.536
H 0.039 -1.106 2.220
C -2.636 1.630 -1.532
H -1.962 -3.414 2.767
C 4.184 -2.830 3.060
C -2.223 -2.635 -1.519
H -1.890 -4.084 1.140
H 2.342 1.892 1.960
C -1.750 -1.900 1.251
O 3.117 -4.578 4.376
H 1.829 0.093 -3.707
H -2.390 -3.652 -1.162
H 4.008 -0.163 0.538
H -1.161 0.137 1.794
H 0.784 1.589 1.183
C -1.553 2.452 -1.878
C -3.959 2.129 -1.638
H 1.915 1.777 -3.140
H 3.321 0.690 -2.984
H -1.430 -0.955 3.157
N -0.282 1.987 -1.796
H 1.852 0.243 1.646
H -3.260 5.248 -2.756
C 2.232 0.754 -2.939
N -2.427 0.358 -1.111
H -3.804 -2.365 0.686
C 2.531 1.346 -0.112
C -1.027 -0.890 2.143
H -3.604 -1.694 2.303
C -3.251 -1.627 1.269
C -0.080 0.775 -1.348
C -1.792 3.775 -2.329
C -1.198 -0.075 -0.992
C 3.964 0.816 0.054
P 1.689 0.157 -1.291
H 3.096 3.391 0.177
O 5.223 -2.980 3.694
C -4.166 3.405 -2.067
K 2.132 -2.530 0.661
H -5.173 3.794 -2.145
P -0.956 -1.851 -0.446
C 1.822 1.255 1.240
H 4.493 0.770 -0.902
```

(9)
# C27H58F5NO16P3S

4 unconnected molecules or ions with the total composition C27H58F5NO16P3S (wB97M-V/def2-TZVPD, the OMol25 dataset).

E_HOMO (spin up / spin down), hartree: -0.325 / -0.362
2S+1: 2
Gap between HOMO and LUMO (spin up / spin down), eV: 8.9426 / 9.7753
⟨S²⟩: 0.7538

```
111
C27H58F5NO16P3S (wB97M-V/def2-TZVPD)
H -2.584 0.506 3.563
H -5.578 4.522 0.690
H -3.842 0.223 2.347
H 2.996 -1.181 -4.912
H -10.024 6.725 1.062
O -4.957 4.101 2.976
H 0.204 1.630 -4.180
C -9.299 7.496 0.792
C 1.131 -2.067 1.947
C 5.946 -7.740 5.072
C -0.393 -1.946 2.213
H -9.842 5.519 -3.078
H 5.838 -8.756 5.442
O 4.677 -7.081 5.261
O -8.886 7.345 -0.577
H -6.987 4.393 3.280
C -10.375 5.112 -2.220
O -5.427 2.484 4.863
F -0.814 -0.670 2.117
H 2.222 -3.283 -4.077
O 5.177 2.837 -2.738
H -5.619 6.056 -0.198
O -0.985 -1.220 -4.768
H -6.083 5.783 2.656
H 6.750 -7.244 5.613
O -3.676 2.161 2.979
O 6.642 3.302 -4.656
H 0.768 -0.714 0.366
H 6.265 -0.226 -2.066
H -5.943 5.338 4.366
C 5.307 -1.445 -3.585
C 6.448 0.770 -3.939
P -4.370 3.118 4.072
S 6.538 2.486 -3.487
P 4.670 -5.498 5.294
C -2.025 4.176 4.593
H -9.766 8.472 0.882
H 3.457 -3.800 3.656
H 4.184 -3.251 -3.290
H 3.081 0.271 -3.922
H 4.240 -4.156 8.518
H 1.908 -3.630 -2.400
C -6.057 4.951 3.356
H -0.393 0.482 -3.026
C -5.955 5.020 -0.198
F 1.388 -3.378 1.735
N 0.236 -1.516 -4.537
H 4.729 -5.828 8.196
H 1.720 -2.790 -0.536
O 3.098 -5.396 4.972
H -1.609 3.823 3.647
C 2.643 -4.283 4.194
C 1.829 -2.848 -3.151
H 6.178 -7.758 4.010
H 4.771 0.482 -2.660
H -1.365 -3.701 -3.913
O 5.546 -4.924 4.267
C 4.220 -2.246 -2.869
H -1.498 -2.134 -2.389
O -7.396 4.929 -0.177
O -3.100 3.320 5.021
H -11.257 5.722 -2.018
H 1.770 -0.243 -1.475
H 5.970 0.699 -4.917
F 1.737 -1.712 3.117
H -8.443 7.449 1.466
P -8.211 5.971 -1.044
H -0.025 -4.626 -3.275
C 4.161 -4.980 7.814
H -2.365 5.206 4.486
C 2.565 -0.987 -1.485
H 3.112 -5.257 7.702
O 7.569 2.602 -2.511
F -1.110 -2.726 1.387
C -0.432 -2.142 -2.186
H -0.108 -1.217 -1.718
H -10.690 4.094 -2.440
C 1.116 -0.326 -4.437
H 4.492 3.031 -3.395
C 0.369 -2.512 -3.443
C 2.562 -0.680 -4.046
H 2.285 -0.391 1.236
H -5.574 4.516 -1.082
H 3.315 -2.256 0.106
H -1.257 4.135 5.359
H 0.262 0.120 -6.393
O 4.699 -4.522 6.561
H 1.476 1.324 -5.837
C 1.645 -1.168 0.828
H 1.972 -0.239 -6.438
H 6.220 -2.046 -3.532
C 0.505 0.798 -3.548
H -4.295 0.468 4.046
H 5.116 -1.332 -4.652
C 2.764 -1.649 -2.870
O -7.607 6.192 -2.360
H 4.531 -2.353 -1.828
C 1.198 0.274 -5.862
O -9.544 5.068 -1.059
H 1.909 -4.650 3.487
H 1.258 1.199 -2.873
C -3.599 0.761 3.261
H 3.484 -0.439 -1.268
C 2.355 -1.945 -0.303
C 5.643 -0.094 -2.952
F -0.652 -2.352 3.478
C -0.285 -3.816 -3.956
H 2.164 -3.556 4.850
H -0.253 -2.942 -1.464
H 0.038 -4.047 -4.968
H 7.484 0.451 -4.016
```

(10)
# C16H49AgBF4N11O7

A molecular structure, C16H49AgBF4N11O7 (wB97M-V/def2-TZVPD, the OMol25 dataset).

E_HOMO, hartree: -0.303
2S+1: 1
Gap between HOMO and LUMO, eV: 8.2303

```
89
C16H49AgBF4N11O7 (wB97M-V/def2-TZVPD)
B -0.147 -0.209 0.000
C -0.731 -3.676 -3.056
H -3.698 1.217 -2.136
N -2.396 5.045 3.927
H 3.409 -2.027 2.729
H 0.046 -5.442 -2.150
H -2.001 3.190 1.394
O -5.092 1.930 -0.180
C -1.166 2.923 -2.344
N -3.627 0.688 0.996
O -1.542 -3.684 -0.758
C -1.890 -3.302 -2.107
H -2.905 -3.679 -2.281
H 0.015 -1.825 3.150
H 0.113 -4.860 2.048
H -0.523 1.540 3.672
H 3.202 2.687 -1.391
F -0.623 -1.184 0.876
H 0.187 -5.476 -3.924
O -0.484 3.984 -2.955
F 1.179 -0.461 -0.318
H 1.025 2.261 1.210
H 1.641 3.708 2.084
H -4.058 0.956 1.862
C -2.631 -3.534 0.128
H -2.755 5.873 3.486
H -2.254 4.973 1.438
H 1.517 6.911 -1.173
H -2.170 -3.610 1.115
C 2.363 4.707 -3.436
N 2.405 2.537 -0.799
H 2.709 3.902 -2.780
H 0.362 -1.957 -2.736
N 0.392 -1.499 4.029
H -1.707 3.294 -1.467
N 0.419 -5.126 1.118
O 0.222 0.095 5.646
H -0.444 5.401 -1.387
F -0.935 -0.281 -1.151
O 3.089 4.423 0.199
C 1.865 -5.401 1.030
H 1.289 -3.177 -3.193
H 3.739 -4.378 1.599
H 0.568 4.075 -1.177
H 1.608 -6.402 -0.859
O 2.339 -2.954 1.237
H 1.838 1.720 -0.894
H 2.497 -4.195 2.787
H 2.815 -0.942 1.471
H -2.126 -2.231 -2.156
N -2.209 4.064 1.854
H -3.338 -4.367 0.042
H -3.226 -2.617 0.105
H -0.218 -5.866 0.857
N 0.499 -2.955 -2.596
N -0.276 0.579 3.471
C 1.341 5.505 -2.654
F -0.281 1.119 0.478
C 3.241 -1.927 1.657
H -2.787 0.144 0.991
H 3.229 5.238 -3.821
C -2.145 3.934 3.201
C 0.220 4.750 -1.969
H -1.078 -3.195 -3.975
H 2.057 -6.264 1.675
C 2.655 -4.270 1.703
H 2.555 5.634 -1.036
N 2.131 6.290 -1.690
C -0.443 -5.187 -3.084
H -0.176 0.328 2.515
O -1.937 2.867 3.781
H -2.569 4.858 4.899
H 1.879 4.219 -4.287
Ag 0.481 -2.787 -0.059
H 4.150 -1.913 1.053
H 2.079 -4.713 -1.068
C 2.355 3.429 0.226
H 0.816 6.219 -3.298
N -3.393 0.828 -1.262
H -2.587 0.212 -1.185
H 3.240 -5.901 -0.545
C 0.143 -0.242 4.472
C 2.198 -5.589 -0.434
H -0.455 2.130 -2.089
H 0.765 -2.132 4.714
H -1.906 2.467 -3.003
C -4.128 1.172 -0.188
H -1.393 -5.717 -3.150
N 1.562 3.125 1.273
```

> What is the formula in the sixth record?

C21H20ClO2PSn